1.
55
Properties=species:S:1:pos:R:3:lowdin_charge:R:1 method="wB97M-V/def2-TZVPD" spin_multiplicity=4 homo_ev="-10.71 / -10.74" e_above_lowest_ev=0.260 s_squared=3.7530 total_charge=+1
C -1.338 3.351 -2.091 -0.031
C -1.254 1.969 -1.817 -0.194
C 0.038 1.393 -1.866 -0.205
C 1.171 2.161 -2.171 -0.130
C 1.043 3.529 -2.384 -0.034
C -0.200 4.097 -2.310 -0.082
C 2.513 1.544 -1.783 -0.171
C 2.558 0.079 -2.062 -0.127
C 1.348 -0.594 -1.765 -0.217
C 1.316 -2.025 -1.680 -0.231
C 2.511 -2.700 -1.913 -0.057
C 3.691 -2.030 -2.257 -0.068
C 3.675 -0.665 -2.473 -0.018
H -2.316 3.816 -2.062 0.120
H 1.933 4.148 -2.500 0.128
H -0.317 5.175 -2.518 0.125
H 3.315 2.015 -2.433 0.179
H 2.547 -3.805 -1.872 0.129
H 4.623 -2.594 -2.463 0.124
H 4.529 -0.139 -2.936 0.129
N 0.285 0.158 -1.259 -0.112
Er 0.327 0.001 1.008 1.209
C -2.426 1.210 -1.188 -0.274
H -2.520 0.222 -1.627 0.082
H -3.354 1.748 -1.391 0.095
C 0.061 -2.813 -1.277 -0.261
H -0.819 -2.401 -1.792 0.095
H 0.172 -3.897 -1.484 0.105
P -2.264 0.992 0.668 0.817
P -0.151 -2.619 0.569 0.774
C 1.277 -3.608 1.147 -0.234
H 1.212 -3.645 2.242 0.057
H 1.188 -4.618 0.733 0.064
H 2.246 -3.169 0.869 0.052
C -1.566 -3.604 0.882 -0.257
H -1.398 -4.599 0.503 0.064
H -1.706 -3.637 1.953 0.060
H -2.438 -3.163 0.421 0.046
C -2.614 2.669 1.271 -0.243
H -3.632 3.021 1.106 0.064
H -2.454 2.703 2.344 0.048
H -1.944 3.406 0.837 0.045
C -3.755 0.056 1.060 -0.252
H -3.851 -0.084 2.130 0.054
H -4.693 0.505 0.733 0.066
H -3.721 -0.938 0.627 0.032
C 2.540 1.980 -0.310 -0.006
O 2.098 1.309 0.713 -0.139
H 3.113 2.976 -0.379 0.179
B -0.060 0.201 5.895 -0.405
C -0.216 0.172 4.422 -0.235
N -0.239 0.133 3.244 -0.046
H 0.974 -0.362 6.145 0.032
H -1.006 -0.386 6.318 0.024
H -0.051 1.356 6.226 0.031

2.
115
Properties=species:S:1:pos:R:3:lowdin_charge:R:1 method="wB97M-V/def2-TZVPD" spin_multiplicity=3 homo_ev="-3.42 / -6.14" e_above_lowest_ev=0.000 s_squared=2.0391 total_charge=-1
Ti 1.103 1.319 0.619 1.060
C -0.440 5.376 1.999 -0.024
C -1.437 4.293 2.304 -0.201
C -2.790 4.616 2.392 -0.060
C -3.716 3.714 2.898 -0.094
C -3.264 2.512 3.417 -0.057
C -1.918 2.162 3.341 -0.202
C -1.441 0.971 4.133 -0.020
C -1.030 3.003 2.659 -0.199
N 0.304 2.523 2.390 0.053
C 1.111 2.572 3.469 -0.497
O 0.870 2.962 4.609 0.043
C 2.505 2.083 3.158 -0.158
C 3.518 2.108 4.095 0.013
C 4.792 1.738 3.700 -0.034
C 5.015 1.361 2.386 0.011
C 3.941 1.338 1.516 -0.179
N 2.716 1.696 1.900 0.052
C 4.091 0.913 0.074 -0.500
O 5.227 0.684 -0.339 0.038
N 2.911 0.870 -0.579 0.031
C 3.078 0.553 -1.977 -0.189
C 3.217 1.577 -2.906 -0.207
C 3.476 3.001 -2.495 -0.027
C 3.250 1.254 -4.265 -0.056
C 3.251 -0.062 -4.685 -0.094
C 3.259 -1.077 -3.732 -0.068
C 3.177 -0.790 -2.375 -0.207
C 3.314 -1.895 -1.363 -0.032
H -0.954 6.326 1.846 0.076
H 0.160 5.173 1.126 0.029
H 0.239 5.486 2.847 0.090
H -3.112 5.603 2.079 0.101
H -4.767 3.970 2.939 0.096
H -3.954 1.831 3.905 0.115
H -1.212 1.307 5.146 0.092
H -0.523 0.537 3.740 0.067
H -2.202 0.190 4.191 0.082
H 3.268 2.431 5.095 0.119
H 5.610 1.753 4.411 0.108
H 5.982 1.077 1.996 0.119
H 3.190 3.193 -1.464 0.056
H 2.946 3.710 -3.135 0.081
H 4.549 3.193 -2.586 0.092
H 3.310 2.061 -4.988 0.108
H 3.287 -0.301 -5.742 0.092
H 3.370 -2.109 -4.047 0.091
H 4.266 -1.784 -0.835 0.085
H 2.505 -1.873 -0.638 0.048
H 3.301 -2.872 -1.856 0.057
O -4.477 -3.287 3.049 -0.045
N -4.318 -2.266 2.343 -0.388
O -5.290 -1.715 1.767 -0.050
C -3.030 -1.777 2.166 -0.156
C -1.994 -2.482 2.767 0.016
C -0.657 -2.127 2.550 -0.155
C 0.433 -2.870 3.078 0.000
C 1.717 -2.514 2.794 -0.042
C 1.954 -1.380 2.008 -0.115
N 0.959 -0.649 1.528 0.034
C -0.315 -1.020 1.756 -0.170
C -1.401 -0.217 1.175 -0.146
N -1.029 0.896 0.496 0.035
C -1.965 1.708 0.025 -0.118
C -3.314 1.402 0.127 -0.029
C -3.705 0.258 0.774 0.024
C -2.744 -0.592 1.358 -0.055
H -2.241 -3.342 3.370 0.114
H 0.219 -3.731 3.700 0.118
H 2.558 -3.080 3.171 0.106
H 2.959 -1.061 1.767 0.107
H -1.623 2.618 -0.444 0.113
H -4.042 2.089 -0.283 0.115
H -4.744 -0.004 0.875 0.102
O 0.258 -1.484 -1.425 -0.498
S -0.403 -1.412 -2.778 0.950
C -0.589 -3.083 -3.501 -0.256
C 0.062 -4.203 -2.743 -0.257
C 1.417 -4.466 -2.908 -0.053
C 2.024 -5.516 -2.236 -0.084
C 1.274 -6.328 -1.394 -0.091
C -0.086 -6.084 -1.239 -0.071
C -0.688 -5.029 -1.911 -0.038
C -2.131 -1.064 -2.550 -0.304
C -3.016 -2.057 -1.843 -0.267
C -2.573 -2.858 -0.798 -0.074
C -3.456 -3.722 -0.161 -0.084
C -4.785 -3.794 -0.551 -0.073
C -5.230 -3.001 -1.603 -0.076
C -4.349 -2.147 -2.247 -0.046
H -0.137 -2.962 -4.486 0.089
H -1.659 -3.255 -3.616 0.091
H 2.001 -3.837 -3.571 0.097
H 3.083 -5.700 -2.372 0.103
H 1.745 -7.147 -0.864 0.097
H -0.683 -6.717 -0.594 0.102
H -1.752 -4.845 -1.788 0.098
H -2.497 -0.881 -3.565 0.101
H -2.110 -0.101 -2.031 0.078
H -1.539 -2.783 -0.463 0.113
H -3.104 -4.316 0.674 0.115
H -5.474 -4.439 -0.022 0.109
H -6.269 -3.032 -1.906 0.100
H -4.705 -1.519 -3.057 0.110
Br -0.401 5.859 -4.341 0.683
C 0.083 4.599 -3.002 -0.711
C 0.648 5.039 -1.821 -0.142
C 1.001 4.094 -0.859 -0.167
C 0.776 2.725 -0.993 -0.239
C 0.226 2.345 -2.229 -0.140
C -0.114 3.245 -3.232 -0.132
H 0.826 6.095 -1.657 0.099
H 1.524 4.452 0.018 0.090
H 0.060 1.291 -2.442 0.069
H -0.516 2.902 -4.177 0.097

3.
13
Properties=species:S:1:pos:R:3:lowdin_charge:R:1 method="wB97M-V/def2-TZVPD" homo_ev=-8.13 e_above_lowest_ev=1.991
C -1.068 0.552 -0.037 -0.417
C 0.035 1.406 0.503 -0.983
C 1.209 -0.901 -0.432 -0.595
C -2.016 0.121 0.751 -0.574
N 2.012 -1.797 -0.844 -0.017
S 1.765 0.542 0.086 0.871
Cl -0.144 2.967 -0.142 0.643
Br -3.454 -0.898 -0.027 0.630
H -1.149 0.620 -1.200 0.140
H 0.174 1.491 1.606 0.067
H -1.927 0.215 1.825 0.068
H 1.619 -2.696 -1.175 0.123
H 2.943 -1.624 -0.913 0.045